The following is a DFT calculation (wB97M-V/def2-TZVPD) of a 9-piece molecular cluster, C20H44Cl8O7 overall at a distorted geometry.

Values from the calculation:
- calculated total energy (a.u.) = -4996.46998
- molar mass (g mol⁻¹) = 680.2
- LUMO (eV) = -0.05
- total charge = 0
- SMILES = C1CCOC1.C1CCOC1.C1CCOC1.ClCCl.ClCCl.ClCCl.ClCCl.OCCO.OCCO
- E_HOMO (hartree) = -0.350
- relative energy (zero: lowest compared OMol25 entry of this formula, charge and spin) (eV) = 3.259

CARTESIAN COORDINATES (ANGSTROEM)
C 2.148 4.643 -5.912
C 2.422 3.230 -5.528
C 3.387 3.420 -4.421
O 2.771 4.455 -3.649
C 2.009 5.309 -4.522
H 1.264 4.764 -6.538
H 2.970 5.135 -6.432
H 2.927 2.657 -6.305
H 1.561 2.673 -5.159
H 4.416 3.652 -4.693
H 3.526 2.522 -3.820
H 2.228 6.363 -4.350
H 0.989 5.074 -4.217
C 6.907 0.141 5.266
C 6.764 1.530 4.627
C 7.043 1.236 3.142
O 6.954 -0.199 2.996
C 6.417 -0.770 4.183
H 6.160 0.049 6.055
H 7.946 -0.046 5.535
H 7.400 2.343 4.977
H 5.751 1.921 4.722
H 8.030 1.560 2.812
H 6.260 1.752 2.585
H 6.654 -1.822 4.339
H 5.331 -0.766 4.091
C -4.185 -0.036 -3.611
C -4.638 0.840 -4.781
C -4.872 -0.267 -5.828
O -5.412 -1.357 -5.065
C -4.968 -1.369 -3.746
H -4.477 0.483 -2.698
H -3.123 -0.277 -3.566
H -3.875 1.476 -5.229
H -5.504 1.456 -4.540
H -3.955 -0.598 -6.316
H -5.620 0.013 -6.570
H -4.212 -2.140 -3.595
H -5.724 -1.416 -2.963
Cl -1.881 7.858 2.051
C -0.619 7.617 3.342
Cl 1.047 7.247 2.776
H -0.628 8.568 3.874
H -0.957 6.821 4.004
Cl -3.283 -9.529 -1.413
C -3.034 -9.069 0.302
Cl -4.307 -9.758 1.251
H -2.134 -9.606 0.601
H -2.945 -7.985 0.370
Cl -7.596 -4.321 7.007
C -6.563 -3.011 6.409
Cl -6.390 -1.657 7.591
H -5.543 -3.391 6.360
H -6.892 -2.553 5.476
Cl -8.787 1.809 0.606
C -7.779 1.952 2.094
Cl -8.856 2.146 3.542
H -7.136 1.076 2.183
H -7.178 2.846 1.924
O 0.359 0.253 1.247
C -0.334 0.802 2.348
C -0.868 -0.210 3.357
O -1.666 -1.140 2.660
H 0.660 0.941 0.649
H 0.346 1.501 2.835
H -1.155 1.397 1.946
H -1.531 0.244 4.093
H 0.006 -0.539 3.919
H -1.074 -1.619 2.075
O 4.899 -3.600 -1.806
C 4.499 -4.905 -1.570
C 3.036 -5.096 -2.071
O 2.070 -4.466 -1.263
H 4.964 -3.090 -0.995
H 5.128 -5.642 -2.070
H 4.647 -5.236 -0.542
H 2.611 -6.097 -2.139
H 2.950 -4.670 -3.070
H 2.248 -3.523 -1.225

=====

The following is a DFT calculation (wB97M-V/def2-TZVPD) of C17H15N5O7 in the gas phase at a distorted geometry.

Values from the calculation:
- calculated total energy (a.u.) = -1457.22537
- molar mass (g mol⁻¹) = 401.3
- LUMO (eV) = -0.82
- total charge = 0
- SMILES = COC(=O)C(=O)c1c(C(=O)OC)nc2nnc(N)n2c1-c1ccc(O)c(OC)c1
- E_HOMO (hartree) = -0.295

CARTESIAN COORDINATES (ANGSTROEM)
C -3.314 2.779 1.649
O -2.316 1.802 1.918
C -1.405 1.647 0.958
O -1.456 2.182 -0.160
C -0.230 0.773 1.246
O -0.108 0.139 2.292
C 0.912 0.711 0.363
C 2.112 1.542 0.635
C 2.137 2.588 1.754
O 1.189 3.358 1.786
O 3.236 2.663 2.572
C 3.157 3.661 3.604
N 3.195 1.440 -0.138
C 3.182 0.593 -1.235
N 4.144 0.219 -2.043
N 3.602 -0.601 -3.001
C 2.373 -0.787 -2.689
N 1.593 -1.591 -3.399
N 2.038 -0.070 -1.579
C 0.854 -0.044 -0.807
C -0.362 -0.768 -1.154
C -1.124 -0.429 -2.276
C -2.270 -1.191 -2.546
C -2.582 -2.286 -1.763
O -3.667 -3.078 -1.998
C -1.770 -2.637 -0.696
O -2.088 -3.811 -0.021
C -1.242 -4.253 1.049
C -0.631 -1.845 -0.373
H -3.953 2.858 2.518
H -2.784 3.759 1.455
H -3.871 2.473 0.735
H 3.155 4.690 3.207
H 3.987 3.574 4.225
H 2.238 3.479 4.198
H 0.680 -1.867 -3.020
H 2.039 -2.085 -4.146
H -0.833 0.422 -2.921
H -2.936 -0.941 -3.341
H -3.716 -3.767 -1.342
H -0.201 -4.468 0.721
H -1.700 -5.177 1.392
H -1.268 -3.562 1.887
H 0.003 -2.095 0.483

=====

The following is a DFT calculation (wB97M-V/def2-TZVPD) of a 4-piece molecular cluster, C21H46ClNO9PS overall at a distorted geometry.

Values from the calculation:
- calculated total energy (a.u.) = -2759.13966
- molar mass (g mol⁻¹) = 555.1
- LUMO (eV) = 2.28
- total charge = -1
- E_HOMO (hartree) = -0.161

CARTESIAN COORDINATES (ANGSTROEM)
S 2.768 1.262 2.140
C 3.877 0.485 1.236
N 4.547 -0.290 0.559
C 3.818 -0.863 -0.629
O 3.427 0.059 -1.615
P 1.650 0.203 -1.740
C -0.214 0.561 -1.927
C -0.450 2.074 -1.609
C -1.601 2.388 -0.594
Cl -1.709 1.264 0.819
O 1.424 -1.208 -0.742
C 2.598 -1.857 -0.309
C 2.907 -3.236 -0.980
C 2.219 -4.335 -0.003
C 1.525 -5.548 -0.769
O 0.778 -4.402 -0.056
H 4.607 -1.458 -1.149
H 1.652 -0.705 -2.871
H 1.936 1.240 -2.722
H 1.794 1.083 -0.606
H -0.867 -0.139 -1.368
H -0.437 0.391 -3.012
H 0.456 2.608 -1.242
H -0.718 2.560 -2.580
H -2.554 2.500 -1.151
H -1.378 3.394 -0.166
H 2.402 -1.978 0.786
H 3.984 -3.489 -0.993
H 2.383 -3.387 -1.942
H 2.742 -4.573 0.969
H 1.317 -6.457 -0.178
H 1.048 -5.333 -1.741
C -0.558 5.822 -1.702
O -0.933 5.874 -0.332
C -0.166 6.807 0.416
C -0.926 8.105 0.633
O -1.144 8.795 -0.592
C -2.451 8.596 -1.104
H -1.347 5.306 -2.249
H -0.431 6.818 -2.131
H 0.372 5.255 -1.809
H 0.798 6.994 -0.066
H 0.030 6.351 1.392
H -0.323 8.761 1.268
H -1.875 7.918 1.147
H -3.165 9.216 -0.550
H -2.758 7.550 -1.050
H -2.454 8.906 -2.149
C 2.143 -12.210 0.134
O 3.399 -11.751 -0.338
C 3.294 -11.027 -1.558
C 3.344 -9.527 -1.325
O 2.207 -9.074 -0.601
C 2.484 -8.879 0.777
H 2.262 -12.505 1.177
H 1.377 -11.434 0.077
H 1.823 -13.084 -0.444
H 2.385 -11.307 -2.099
H 4.153 -11.313 -2.173
H 3.326 -9.022 -2.295
H 4.268 -9.241 -0.814
H 3.031 -7.940 0.914
H 3.062 -9.703 1.201
H 1.534 -8.812 1.308
C -5.015 4.130 4.342
O -3.787 4.130 3.638
C -3.898 3.552 2.338
C -3.994 4.619 1.261
O -5.203 5.373 1.370
C -5.008 6.621 2.008
H -4.921 4.813 5.187
H -5.846 4.463 3.716
H -5.226 3.125 4.724
H -4.752 2.869 2.288
H -2.990 2.969 2.165
H -4.011 4.128 0.284
H -3.122 5.281 1.289
H -4.551 7.330 1.307
H -4.381 6.534 2.898
H -5.985 7.004 2.306

=====

The following is a DFT calculation (wB97M-V/def2-TZVPD) of C29H29N2O3SSbW as an isolated structure at a distorted geometry.

Values from the calculation:
- calculated total energy (a.u.) = -2162.62503
- molar mass (g mol⁻¹) = 791.2
- LUMO (alpha / beta) (eV) = -7.32 / -7.84
- multiplicity = 3
- total charge = +2
- E_HOMO (alpha / beta) (hartree) = -0.512 / -0.515
- ⟨S²⟩ = 2.02
- relative energy (zero: lowest compared OMol25 entry of this formula, charge and spin) (eV) = 2.368

CARTESIAN COORDINATES (ANGSTROEM)
W -0.434 0.933 -0.360
O -1.784 1.480 0.887
C -3.108 1.149 0.588
C -4.083 1.237 1.556
C -5.379 0.881 1.201
C -5.679 0.461 -0.088
C -4.686 0.401 -1.055
C -3.378 0.731 -0.713
C -2.314 0.677 -1.759
N -1.339 -0.246 -1.752
N -0.717 -0.571 -2.897
C 0.464 0.000 -2.944
O 0.738 0.897 -2.007
C 1.427 -0.255 -4.003
C 1.177 -1.279 -4.921
C 2.092 -1.532 -5.925
C 3.249 -0.766 -6.016
C 3.496 0.253 -5.106
C 2.587 0.512 -4.095
H -3.841 1.588 2.550
H -6.170 0.949 1.937
H -6.696 0.200 -0.347
H -4.927 0.102 -2.067
H -2.525 1.090 -2.745
H 0.270 -1.863 -4.846
H 1.905 -2.321 -6.640
H 3.962 -0.963 -6.806
H 4.397 0.846 -5.189
H 2.771 1.306 -3.385
O 1.106 -0.101 0.646
S 0.751 -0.440 2.175
C 1.828 -1.736 2.693
C 1.916 -1.885 4.071
C 2.681 -2.932 4.563
C 3.359 -3.767 3.687
C 3.283 -3.572 2.312
C 2.508 -2.547 1.796
C -0.755 -1.374 1.954
C -0.837 -2.290 0.910
C -1.978 -3.070 0.806
C -2.993 -2.953 1.748
C -2.882 -2.050 2.797
C -1.757 -1.247 2.906
H 1.404 -1.210 4.746
H 2.761 -3.080 5.632
H 3.965 -4.573 4.079
H 3.833 -4.219 1.643
H 2.448 -2.375 0.730
H -0.033 -2.400 0.194
H -2.065 -3.783 -0.003
H -3.875 -3.575 1.669
H -3.676 -1.968 3.526
H -1.674 -0.529 3.713
C 2.319 2.943 1.988
Sb 1.031 3.240 0.351
C -0.197 4.837 0.961
C 2.251 4.061 -1.150
H 2.854 3.879 2.145
H 3.036 2.151 1.781
H 1.749 2.706 2.883
H 0.433 5.641 1.339
H -0.871 4.500 1.745
H -0.779 5.201 0.117
H 2.714 4.964 -0.757
H 1.645 4.307 -2.019
H 3.022 3.348 -1.434

=====

The following is a DFT calculation (wB97M-V/def2-TZVPD) of C40H36LuN4O5PS3 as an isolated structure at a distorted geometry.

Values from the calculation:
- calculated total energy (a.u.) = -4912.80914
- molar mass (g mol⁻¹) = 954.9
- LUMO (eV) = 3.58
- total charge = -2
- E_HOMO (hartree) = -0.112
- relative energy (zero: lowest compared OMol25 entry of this formula, charge and spin) (eV) = 1.985

CARTESIAN COORDINATES (ANGSTROEM)
Lu 0.251 0.362 0.073
N 1.359 0.357 2.357
C 0.448 0.741 3.357
C 0.196 -0.248 4.331
C -0.686 0.038 5.340
C -1.462 1.209 5.270
C -1.091 2.199 4.329
C -0.070 1.992 3.356
C 0.272 3.037 2.356
C 0.271 4.407 2.702
C 0.762 5.377 1.814
C 1.244 4.946 0.532
C 1.063 3.588 0.201
C 0.578 2.599 1.065
H 1.706 -0.571 2.519
H 2.187 0.907 2.193
H 0.608 -1.230 4.251
H -0.820 -0.668 6.147
H -2.228 1.355 6.065
H -1.752 3.068 4.270
H -0.075 4.711 3.691
H 0.995 6.400 2.078
H 1.557 5.775 -0.069
H 1.346 3.347 -0.827
N -0.785 -1.055 -1.751
C -0.132 -0.811 -3.032
C 0.666 0.504 -3.046
O 1.075 0.907 -4.138
O 0.831 1.066 -1.887
H -0.331 -1.919 -1.386
H -1.780 -1.217 -1.839
H -0.889 -0.748 -3.843
H 0.454 -1.648 -3.338
C -1.429 -0.910 1.353
C -2.855 -0.716 1.499
C -3.461 0.051 2.541
C -4.829 0.082 2.723
C -5.656 -0.582 1.836
C -5.155 -1.357 0.794
C -3.768 -1.436 0.624
C -7.062 -0.472 1.977
N -8.243 -0.476 1.879
H -1.236 -1.869 0.823
H -0.970 -0.938 2.307
H -2.811 0.588 3.184
H -5.312 0.697 3.454
H -5.700 -1.760 -0.023
H -3.339 -1.886 -0.284
N -1.688 2.021 -0.322
C -2.582 1.720 -1.381
C -2.111 1.872 -2.675
C -2.919 1.335 -3.715
C -4.211 0.890 -3.500
C -4.715 0.988 -2.224
C -3.912 1.363 -1.167
S -5.150 0.051 -4.759
O -4.356 0.123 -5.968
O -5.366 -1.267 -4.247
O -6.395 0.844 -4.702
H -2.219 1.938 0.551
H -1.230 2.955 -0.466
H -1.090 2.169 -2.972
H -2.438 1.355 -4.700
H -5.749 0.793 -2.076
H -4.274 1.391 -0.120
S 3.838 0.515 0.089
P 3.539 -1.373 -0.389
S 1.733 -2.130 -0.107
C 4.682 -2.303 0.696
C 4.175 -3.112 1.706
C 5.049 -3.775 2.564
C 6.409 -3.716 2.336
C 6.921 -2.921 1.308
C 6.068 -2.195 0.489
C 4.037 -1.660 -2.114
C 4.313 -2.917 -2.623
C 4.414 -3.089 -3.977
C 4.276 -1.983 -4.869
C 3.909 -0.749 -4.378
C 3.746 -0.605 -2.983
H 3.129 -3.160 1.877
H 4.621 -4.495 3.262
H 7.062 -4.331 2.985
H 7.995 -2.885 1.122
H 6.526 -1.717 -0.344
H 4.442 -3.843 -2.026
H 4.529 -4.121 -4.422
H 4.144 -2.068 -5.946
H 3.614 -0.007 -5.062
H 3.292 0.308 -2.577

=====

The following is a DFT calculation (wB97M-V/def2-TZVPD) of C6H13NO in the gas phase at a distorted geometry.

Values from the calculation:
- calculated total energy (a.u.) = -366.22360
- molar mass (g mol⁻¹) = 115.2
- LUMO (eV) = 0.88
- total charge = 0
- SMILES = CC[C@@H]1C[C@H]1[C@H](N)O
- E_HOMO (hartree) = -0.293
- relative energy (zero: lowest compared OMol25 entry of this formula, charge and spin) (eV) = 5.723

CARTESIAN COORDINATES (ANGSTROEM)
C -0.106 -2.126 -2.314
C -0.733 -0.921 -1.648
C 0.259 -0.426 -0.296
C -0.229 -0.994 1.030
C -0.462 0.436 0.548
C 0.594 1.607 1.284
N 0.129 1.866 2.600
O 0.479 2.775 0.512
H -0.700 -2.472 -3.169
H 0.900 -1.895 -2.681
H -0.022 -2.968 -1.618
H -1.754 -1.138 -1.324
H -0.768 -0.060 -2.319
H 1.285 -0.343 -0.627
H 0.055 -0.860 2.089
H 0.204 -2.009 1.041
H -1.425 0.899 0.379
H 1.634 1.271 1.304
H 0.757 2.516 3.067
H -0.778 2.320 2.544
H 0.682 2.523 -0.401